Entry 1:
Formula: C26H47BrN2O10Zr
Source: OMol25
Level of theory: ωB97M-V/def2-TZVPD

Each line ends with the Mulliken charge.
Positions of all 87 atoms, in Å:
Zr 1.326 1.186 0.893  2.10
C 1.000 -3.621 2.125  -1.54
C 2.097 -3.424 0.888  1.72
C 2.365 -4.755 0.182  -1.42
C 1.206 -5.301 -0.676  -0.69
C 0.918 -4.284 -1.763  -1.34
C 0.809 -2.806 -1.197  1.71
N 1.828 -2.385 -0.117  0.33
O 1.595 -1.027 0.442  0.58
C -0.717 -2.591 -0.761  -1.38
C 1.033 -1.977 -2.523  -1.81
C 3.405 -3.012 1.496  -1.77
H -0.049 -3.566 1.832  0.25
H 1.155 -3.092 3.065  0.36
H 1.046 -4.626 2.545  0.43
H 2.697 -5.569 0.827  0.43
H 3.237 -4.501 -0.420  0.51
H 0.328 -5.412 -0.040  0.31
H 1.473 -6.247 -1.147  0.43
H -0.027 -4.469 -2.273  0.40
H 1.625 -4.438 -2.579  0.46
H -1.121 -3.536 -0.397  0.35
H -1.372 -2.165 -1.521  0.31
H -0.778 -2.018 0.164  0.02
H 0.874 -0.943 -2.215  -0.13
H 0.399 -2.220 -3.376  0.47
H 2.054 -2.019 -2.902  0.44
H 3.955 -3.939 1.659  0.44
H 3.348 -2.447 2.427  0.32
H 4.097 -2.479 0.845  0.27
C -2.670 2.775 1.796  -1.73
C -2.881 1.953 0.471  1.29
C -4.073 2.751 -0.208  -1.18
C -3.585 4.019 -1.006  -0.83
C -2.733 3.547 -2.125  -1.08
C -1.786 2.337 -1.848  1.68
N -1.740 1.962 -0.352  -0.74
O -0.736 1.058 -0.010  1.69
C -0.383 2.837 -2.365  -2.02
C -2.303 1.151 -2.734  -1.54
C -3.420 0.605 0.902  -1.36
H -2.173 3.737 1.675  0.32
H -2.114 2.318 2.615  0.10
H -3.590 3.078 2.297  0.41
H -4.803 3.160 0.490  0.51
H -4.571 1.969 -0.782  0.50
H -3.096 4.795 -0.417  0.36
H -4.389 4.568 -1.498  0.44
H -2.164 4.396 -2.502  0.35
H -3.369 3.339 -2.986  0.38
H -0.533 3.353 -3.314  0.54
H 0.349 2.041 -2.497  0.03
H -0.046 3.591 -1.654  0.43
H -2.549 1.548 -3.719  0.46
H -3.222 0.717 -2.338  0.34
H -1.554 0.372 -2.876  0.06
H -2.796 0.219 1.708  -0.14
H -3.328 -0.058 0.041  0.39
H -4.450 0.508 1.247  0.30
C 1.209 5.283 2.134  -1.33
C 1.106 3.838 1.602  0.83
O 0.706 2.862 2.329  -0.52
O 1.590 3.450 0.537  -0.43
H 1.835 5.805 1.411  0.34
H 1.488 5.239 3.187  0.34
H 0.214 5.718 2.042  0.30
Br 3.667 1.288 2.237  -0.63
C -1.678 -1.081 5.355  -0.45
C -2.238 -1.763 4.137  -0.44
O -1.299 -1.503 3.159  -0.15
C -0.624 -0.352 3.488  -0.01
O 0.067 0.281 2.759  -0.51
O -1.030 0.035 4.727  -0.38
H -1.002 -1.707 5.938  0.31
H -2.517 -0.867 6.017  0.36
H -3.261 -1.534 3.841  0.25
H -2.217 -2.848 4.242  0.35
C 4.807 0.331 -3.430  -0.35
C 3.666 0.753 -4.243  -0.39
O 2.825 1.280 -3.301  -0.30
C 3.165 0.995 -2.028  0.41
O 2.564 1.197 -0.949  -0.97
O 4.334 0.301 -2.056  -0.32
H 5.519 1.150 -3.325  0.32
H 5.248 -0.634 -3.678  0.32
H 2.996 -0.013 -4.633  0.26
H 3.761 1.537 -4.994  0.30

Output
- gap between HOMO and LUMO (eV) = 6.96
- LUMO energy (Eh) = 0.0162
- DFT total energy (eV) = -122501.563

Entry 2:
Formula: C26H48Cl3N4O4PtSi
Source: OMol25
Level of theory: ωB97M-V/def2-TZVPD

Each line ends with the Mulliken spin population.
Positions of all 87 atoms, in Å:
C 0.612 6.630 1.373  0.01
C -0.376 7.557 0.716  0.00
H 1.651 6.965 1.256  0.00
H 0.518 5.676 0.850  0.00
H 0.388 6.400 2.429  0.00
C -0.256 8.920 0.700  0.00
C 0.864 9.592 1.411  0.00
H -0.988 9.570 0.226  0.00
H 1.819 9.067 1.220  0.00
H 0.678 9.586 2.506  0.00
H 0.966 10.655 1.114  0.00
Pt -0.923 3.682 -1.028  1.17
Cl -1.163 2.259 0.989  0.08
Cl -3.153 3.431 -1.549  0.13
H 0.850 -1.654 -3.529  0.00
H -0.865 -3.191 -1.545  0.00
C 1.330 -1.995 -2.597  0.00
C -0.294 -2.629 -0.797  0.00
N 0.536 -1.623 -1.442  0.00
H 2.308 -1.504 -2.531  0.00
C 0.621 -0.340 -1.033  0.00
O 1.433 0.465 -1.511  0.01
H -0.984 -2.148 -0.096  0.00
H -0.092 -0.048 -0.244  0.00
H 1.446 -3.080 -2.636  0.00
H 0.325 -3.349 -0.239  0.00
H 4.056 1.312 1.430  0.00
H 3.597 4.749 -0.115  0.00
C 4.053 1.488 0.341  0.00
C 3.902 3.829 -0.634  0.00
N 3.254 2.675 -0.018  0.00
H 3.626 0.603 -0.152  0.00
C 1.925 2.760 0.113  0.05
O 1.243 3.647 -0.500  0.05
H 3.620 3.924 -1.693  0.00
H 1.442 2.068 0.803  0.01
H 5.091 1.648 0.010  0.00
H 4.984 3.720 -0.554  0.00
O -0.978 5.636 -0.299  0.16
C -1.551 6.872 0.054  -0.03
C -1.739 8.486 -1.996  0.01
C -2.366 7.758 -0.968  -0.01
H -0.646 8.409 -2.105  0.00
C -2.498 9.291 -2.880  0.00
H -2.296 6.780 0.865  0.01
C -3.742 7.956 -0.807  0.00
H -1.986 9.851 -3.678  0.00
C -3.889 9.380 -2.754  0.00
C -4.487 8.768 -1.661  0.00
H -4.258 7.493 0.032  0.00
H -4.481 9.886 -3.518  0.00
H -5.546 8.904 -1.466  0.00
Si -3.944 4.767 -3.039  0.00
Cl -5.480 5.596 -2.081  0.00
C -2.286 5.625 -3.375  0.02
C -4.305 3.869 -4.588  0.01
C -0.163 3.109 -2.781  0.34
H -2.486 6.654 -3.705  0.00
H -1.768 5.073 -4.174  0.01
H -1.605 5.670 -2.503  -0.01
H -0.925 2.673 -3.432  0.00
H 0.633 2.372 -2.615  -0.03
H 0.249 4.006 -3.246  -0.02
H -3.388 3.583 -5.110  0.00
H -4.860 4.575 -5.208  0.00
H -4.908 2.980 -4.406  0.00
C 2.544 -2.540 2.988  0.00
N 1.322 -3.283 3.081  0.00
C 1.333 -4.697 2.782  0.00
C 0.114 -5.339 3.395  0.00
C -1.143 -4.648 2.954  0.00
N -1.025 -3.218 3.138  0.00
C -2.234 -2.438 3.087  0.00
C 0.171 -2.520 3.110  0.00
O 0.228 -1.279 3.119  0.00
H 2.608 -1.822 3.812  0.00
H 2.599 -1.966 2.051  0.00
H 3.385 -3.237 3.046  0.00
H 1.356 -4.876 1.690  0.00
H 2.252 -5.109 3.213  0.00
H 0.183 -5.295 4.484  0.00
H 0.072 -6.388 3.113  0.00
H -2.004 -4.973 3.546  0.00
H -1.360 -4.875 1.898  0.00
H -2.629 -2.353 2.059  0.00
H -3.002 -2.918 3.708  0.00
H -2.019 -1.431 3.462  0.00

Output
- gap between HOMO and LUMO (spin up / spin down) (eV) = 3.88 / 5.06
- energy above the lowest of the compared OMol25 structures with the same formula, charge and spin (kcal per mole) = 0.0
- multiplicity = 3
- total charge = -1
- LUMO energy (spin up / spin down) (Eh) = 0.0765 / 0.0765
- DFT total energy (eV) = -90583.397

Entry 3:
Formula: C26H48Cl3N4O4SiTl
Source: OMol25
Level of theory: ωB97M-V/def2-TZVPD

Each line ends with the Mulliken charge.
Positions of all 87 atoms, in Å:
C 2.978 -2.104 -4.208  -1.33
C 2.154 -1.580 -5.339  0.06
H 3.101 -3.185 -4.293  0.42
H 2.477 -1.921 -3.260  0.23
H 3.966 -1.656 -4.161  0.26
C 1.998 -2.168 -6.526  0.11
C 2.592 -3.447 -7.003  -1.42
H 1.358 -1.665 -7.246  0.29
H 2.634 -4.182 -6.197  0.35
H 3.622 -3.296 -7.334  0.28
H 2.044 -3.889 -7.830  0.37
Tl 0.405 -0.171 3.337  1.39
Cl 1.946 1.303 4.219  -0.59
Cl 1.693 -0.727 1.516  -0.55
C 0.264 2.072 1.531  -0.06
O -0.450 1.367 2.268  -0.70
N -0.223 3.035 0.750  0.38
C -1.626 3.085 0.392  -0.86
C 0.642 4.066 0.216  -0.90
H 1.342 1.931 1.490  0.45
H -2.186 2.467 1.082  0.22
H -1.768 2.715 -0.623  0.10
H -1.993 4.110 0.442  0.45
H 1.643 3.951 0.619  0.32
H 0.268 5.055 0.482  0.35
H 0.692 3.996 -0.871  0.26
H 0.644 -4.802 1.920  0.30
H -0.353 -3.105 0.094  0.38
C -0.310 -4.722 2.441  -0.91
C -1.275 -3.358 0.613  -1.08
N -1.001 -3.519 2.031  0.26
H -0.118 -4.693 3.509  0.33
C -1.188 -2.517 2.881  -0.26
O -1.159 -1.313 2.556  -0.58
H -1.977 -2.546 0.479  0.29
H -1.411 -2.826 3.905  0.65
H -0.910 -5.603 2.213  0.34
H -1.675 -4.285 0.204  0.37
O 0.130 -0.496 -4.566  -0.53
C 1.442 -0.275 -5.064  0.51
C 0.227 0.648 -7.092  0.14
C 1.372 0.581 -6.311  -0.31
H -0.648 0.093 -6.788  0.47
C 0.208 1.424 -8.245  -0.82
H 2.022 0.276 -4.317  0.68
C 2.498 1.301 -6.700  -0.48
H -0.692 1.469 -8.845  0.41
C 1.331 2.141 -8.626  -0.40
C 2.480 2.077 -7.847  -0.72
H 3.399 1.243 -6.101  0.40
H 1.315 2.745 -9.523  0.39
H 3.362 2.633 -8.134  0.41
Si -0.576 0.371 -3.322  0.30
Cl 1.078 -1.977 4.640  -0.50
C -2.407 0.054 -3.536  -1.09
C -0.188 2.198 -3.492  -1.05
C -0.015 -0.247 -1.643  -0.27
H -2.705 0.150 -4.579  0.28
H -3.002 0.757 -2.953  0.34
H -2.671 -0.951 -3.209  0.32
H -0.250 -1.303 -1.512  -0.09
H -0.513 0.302 -0.843  -0.01
H 1.059 -0.127 -1.510  0.32
H -0.347 2.549 -4.511  0.41
H 0.841 2.422 -3.216  0.31
H -0.833 2.786 -2.840  0.44
C 1.205 -0.453 7.144  -1.12
N -0.206 -0.136 7.247  0.40
C -0.786 -0.373 8.561  -0.84
C -1.456 0.889 9.008  -0.56
C -2.590 1.177 8.024  -0.73
N -2.200 1.007 6.620  0.32
C -3.129 1.541 5.635  -0.99
C -1.012 0.403 6.246  0.46
O -0.740 0.362 5.025  -0.54
H 1.765 0.107 7.924  0.33
H 1.649 -0.128 6.215  0.33
H 1.374 -1.539 7.317  0.27
H -1.537 -1.194 8.500  0.30
H -0.016 -0.687 9.303  0.38
H -0.697 1.703 8.988  0.29
H -1.858 0.801 10.040  0.36
H -2.915 2.221 8.220  0.33
H -3.449 0.500 8.225  0.34
H -4.116 1.047 5.748  0.32
H -3.252 2.633 5.804  0.32
H -2.789 1.402 4.589  0.18

Output
- gap between HOMO and LUMO (eV) = 8.77
- energy above the lowest of the compared OMol25 structures with the same formula, charge and spin (kcal per mole) = 0.0
- LUMO energy (Eh) = 0.0160
- DFT total energy (eV) = -92032.015

Entry 4:
Formula: C26H48Cl4F18N3O21S6V
Source: OMol25
Level of theory: ωB97M-V/def2-TZVPD

Each line ends with the Mulliken spin population.
Positions of all 127 atoms, in Å:
O -1.462 0.129 -3.382  -0.28
V -2.201 -0.346 -2.053  1.15
C -0.706 2.662 0.601  0.00
F -1.578 3.295 -0.170  0.00
F 0.189 3.529 1.007  0.00
F -1.332 2.101 1.598  0.00
S 0.221 1.368 -0.471  0.02
O 0.100 1.876 -1.821  0.00
O 1.567 1.236 0.033  0.00
N -0.889 -0.003 -0.522  0.01
S -0.299 -0.948 0.632  0.02
O 0.139 -0.383 1.871  0.00
O -1.298 -1.975 0.797  0.00
C 1.235 -1.772 -0.158  0.00
F 1.475 -1.255 -1.354  0.00
F 2.275 -1.592 0.633  0.00
F 1.048 -3.067 -0.289  0.00
C -3.619 1.690 4.226  0.00
F -3.188 0.619 4.851  0.00
F -2.630 2.536 3.974  0.00
F -4.119 1.278 3.048  0.00
S -5.015 2.587 5.156  0.00
O -4.500 3.816 5.713  0.00
O -6.131 2.694 4.234  0.00
N -5.625 1.457 6.262  0.00
S -4.641 1.651 7.530  0.00
O -3.229 1.942 7.330  0.00
O -5.205 2.417 8.620  0.00
C -4.504 -0.146 8.133  0.00
F -3.636 -0.809 7.376  0.00
F -4.072 -0.162 9.398  0.00
F -5.715 -0.726 8.159  0.00
C -2.920 -4.463 -1.436  0.00
F -2.222 -5.594 -1.382  0.00
F -4.195 -4.730 -1.704  0.00
F -2.865 -3.817 -0.272  0.00
S -2.075 -3.379 -2.768  0.01
O -0.984 -2.729 -2.078  -0.01
O -1.774 -4.191 -3.899  0.00
N -3.114 -2.033 -3.023  0.03
S -4.056 -2.472 -4.249  0.00
O -3.349 -2.322 -5.503  0.00
O -4.842 -3.646 -4.011  0.00
C -5.213 -1.005 -4.227  0.01
F -5.991 -1.027 -5.294  0.00
F -5.984 -1.027 -3.142  0.00
F -4.501 0.123 -4.239  0.01
C 1.344 -6.007 -1.318  0.00
O 1.830 -7.087 -2.097  0.00
C 2.870 -7.796 -1.437  0.00
C 2.546 -8.558 -0.183  0.00
O 1.896 -9.797 -0.317  0.00
C 0.578 -9.719 -0.825  0.00
H 0.462 -6.318 -0.753  0.00
H 1.066 -5.197 -1.991  0.00
H 2.051 -5.571 -0.607  0.00
H 3.707 -7.106 -1.290  0.00
H 3.244 -8.547 -2.139  0.00
H 2.173 -7.975 0.671  0.00
H 3.527 -8.866 0.206  0.00
H 0.587 -9.612 -1.917  0.00
H 0.016 -8.861 -0.449  0.00
H 0.097 -10.679 -0.649  0.00
C 0.563 2.498 -7.389  0.00
O 1.157 1.808 -6.335  0.00
C 1.952 2.616 -5.509  0.00
C 2.397 1.885 -4.260  0.00
O 3.202 0.785 -4.636  0.00
C 3.950 0.304 -3.552  0.00
H -0.012 1.790 -7.985  0.00
H 1.302 2.962 -8.058  0.00
H -0.113 3.293 -7.047  0.00
H 1.479 3.577 -5.279  0.00
H 2.905 2.805 -6.031  0.00
H 1.509 1.520 -3.735  0.00
H 2.984 2.577 -3.647  0.00
H 4.401 1.120 -2.979  0.00
H 4.783 -0.322 -3.875  0.00
H 3.394 -0.328 -2.852  0.00
C -4.968 -1.376 -0.223  0.00
O -4.044 -0.380 -0.698  -0.01
C -4.070 0.888 -0.022  0.00
C -4.196 1.962 -1.081  0.00
O -3.127 1.723 -1.974  0.02
C -2.892 2.839 -2.835  0.00
H -4.553 -1.885 0.647  0.00
H -5.124 -2.138 -0.982  0.00
H -5.895 -0.858 0.015  0.00
H -3.101 0.892 0.482  0.01
H -4.861 0.965 0.723  0.00
H -4.083 2.903 -0.529  0.00
H -5.174 1.981 -1.568  0.00
H -2.078 2.637 -3.526  0.00
H -2.770 3.748 -2.251  0.00
H -3.748 2.976 -3.506  0.00
C 6.069 4.028 3.245  0.00
O 5.485 5.320 3.214  0.00
C 4.137 5.275 2.770  0.00
C 3.953 5.301 1.251  0.00
O 4.585 4.249 0.553  0.00
C 4.101 4.127 -0.759  0.00
H 7.148 4.148 3.328  0.00
H 5.859 3.485 2.322  0.00
H 5.681 3.432 4.079  0.00
H 3.746 6.261 3.028  0.00
H 3.603 4.427 3.196  0.00
H 4.194 6.283 0.827  0.00
H 2.865 5.220 1.098  0.00
H 3.870 5.111 -1.190  0.00
H 3.134 3.601 -0.774  0.00
H 4.804 3.588 -1.387  0.00
Cl 6.226 0.555 2.441  0.00
C 4.637 0.817 1.641  0.00
C 4.794 0.401 0.185  0.00
Cl 5.965 1.384 -0.716  0.00
H 4.398 1.878 1.714  0.00
H 3.882 0.265 2.193  0.00
H 3.836 0.388 -0.333  0.00
H 5.207 -0.602 0.099  0.00
Cl 1.098 4.482 4.428  0.00
C 1.004 2.698 4.350  0.00
C 1.385 2.026 5.617  0.00
Cl 3.128 2.115 5.921  0.00
H 1.648 2.427 3.513  0.00
H -0.024 2.431 4.100  0.00
H 1.072 0.989 5.475  0.00
H 0.780 2.432 6.426  0.00

Output
- gap between HOMO and LUMO (spin up / spin down) (eV) = 6.42 / 6.97
- multiplicity = 2
- total charge = -1
- LUMO energy (spin up / spin down) (Eh) = -0.0267 / -0.0066
- DFT total energy (eV) = -264906.169

Entry 5:
Formula: C26H48ClN3O7P2S
Source: OMol25
Level of theory: ωB97M-V/def2-TZVPD

Each line ends with the Mulliken charge.
Positions of all 88 atoms, in Å:
C -3.680 2.214 -0.749  -1.04
C -2.718 0.968 -0.905  -0.10
C -3.434 -0.432 -0.586  -0.66
Cl -4.670 -0.334 0.742  -0.23
C -2.377 -1.566 -0.447  -0.58
C -1.671 -1.994 0.750  0.92
C -1.966 -1.333 2.131  -0.94
C -1.668 0.214 2.230  0.68
C -0.139 0.619 1.980  -0.03
C 0.394 1.385 3.284  -0.70
N 1.868 1.463 3.361  -0.65
C -0.635 -3.146 0.626  0.44
P 0.347 -3.820 2.078  -0.47
P 1.889 -2.428 2.714  0.65
O 2.520 -1.647 1.616  -0.37
O 1.253 -1.494 3.953  -0.40
O 3.108 -3.340 3.436  -0.56
C -0.355 -3.828 -0.649  0.47
C 0.675 -5.018 -0.787  -1.48
C 2.026 -4.577 -1.519  -0.70
C 2.179 -3.018 -1.621  0.01
O 3.534 -2.625 -2.035  -0.45
C 3.655 -1.272 -1.644  0.83
C 2.792 -0.151 -2.350  -0.54
O 4.410 -0.921 -0.775  -0.50
C -1.078 -3.457 -1.935  0.32
N -0.965 -4.010 -3.180  -0.70
S -2.054 -3.098 -4.101  0.12
N -2.630 -2.059 -2.955  -0.58
C -2.047 -2.308 -1.728  0.82
H -4.735 1.924 -0.990  0.27
H -3.601 2.568 0.323  0.15
H -3.331 3.036 -1.444  0.37
H -1.768 1.054 -0.298  -0.05
H -2.412 0.922 -1.993  0.52
H -4.016 -0.659 -1.530  0.59
H -1.343 -1.839 2.926  0.26
H -3.041 -1.517 2.406  0.40
H -1.879 0.503 3.307  0.12
H -2.380 0.854 1.632  -0.58
H -0.176 1.421 1.178  0.41
H 0.508 -0.249 1.699  -0.35
H -0.130 2.375 3.415  0.31
H 0.060 0.731 4.149  0.22
H 2.216 0.796 4.048  0.28
H 2.291 1.315 2.446  0.31
H -0.580 -3.949 3.167  0.11
H 0.818 -2.133 4.556  0.31
H 3.199 -4.136 2.876  0.36
H 0.164 -5.763 -1.472  0.40
H 0.846 -5.563 0.177  0.52
H 2.901 -5.096 -1.049  0.29
H 1.960 -4.961 -2.580  0.30
H 2.003 -2.495 -0.629  0.12
H 1.438 -2.544 -2.335  0.12
H 3.301 0.034 -3.346  0.07
H 1.709 -0.417 -2.459  0.14
H 2.850 0.814 -1.773  0.33
C -6.177 3.216 3.358  -1.24
C -5.515 1.850 3.402  -0.03
O -4.120 1.899 3.658  -0.15
C -3.724 2.479 4.891  -0.32
C -4.264 1.747 6.108  -1.18
H -5.673 3.864 2.638  0.31
H -7.227 3.120 3.074  0.40
H -6.139 3.714 4.329  0.30
H -5.628 1.371 2.428  0.01
H -6.011 1.196 4.127  0.35
H -3.996 3.539 4.918  0.39
H -2.633 2.439 4.912  0.24
H -5.353 1.808 6.164  0.29
H -3.859 2.181 7.024  0.41
H -3.999 0.688 6.070  0.30
C 4.370 3.860 -6.682  -1.04
C 4.326 3.413 -5.231  -0.37
O 4.313 2.004 -5.068  -0.37
C 5.434 1.297 -5.579  -0.30
C 6.750 1.699 -4.935  -1.10
H 3.550 3.410 -7.247  0.30
H 4.292 4.947 -6.747  0.38
H 5.302 3.562 -7.166  0.26
H 3.404 3.782 -4.777  0.32
H 5.149 3.853 -4.659  0.31
H 5.482 1.399 -6.668  0.31
H 5.250 0.241 -5.373  0.35
H 7.009 2.736 -5.161  0.27
H 7.561 1.067 -5.301  0.40
H 6.691 1.607 -3.849  0.30

Output
- gap between HOMO and LUMO (eV) = 7.19
- LUMO energy (Eh) = -0.0487
- DFT total energy (eV) = -88476.433